{
  "formula": "C36H103N7O15",
  "method": "the ωB97M-V functional and the def2-TZVPD basis",
  "de_lowest_ev": 2.0127,
  "smiles": "COC[C@H](C)N.COC[C@H](C)N.COC[C@H](C)N.COC[C@H](C)N.COC[C@H](C)N.COC[C@H](C)N.COC[C@H](C)N.OCCO.OCCO.OCCO.CO.CO",
  "homo_ev": -8.545,
  "e_tot_ha": -2944.9904,
  "elements": ["C", "O", "C", "C", "C", "N", "H", "H", "H", "H", "H", "H", "H", "H", "H", "H", "H", "C", "O", "C", "C", "C", "N", "H", "H", "H", "H", "H", "H", "H", "H", "H", "H", "H", "C", "O", "C", "C", "C", "N", "H", "H", "H", "H", "H", "H", "H", "H", "H", "H", "H", "C", "O", "C", "C", "C", "N", "H", "H", "H", "H", "H", "H", "H", "H", "H", "H", "H", "C", "O", "C", "C", "C", "N", "H", "H", "H", "H", "H", "H", "H", "H", "H", "H", "H", "C", "O", "C", "C", "C", "N", "H", "H", "H", "H", "H", "H", "H", "H", "H", "H", "H", "C", "O", "C", "C", "C", "N", "H", "H", "H", "H", "H", "H", "H", "H", "H", "H", "H", "O", "C", "C", "O", "H", "H", "H", "H", "H", "H", "O", "C", "C", "O", "H", "H", "H", "H", "H", "H", "O", "C", "C", "O", "H", "H", "H", "H", "H", "H", "C", "O", "H", "H", "H", "H", "C", "O", "H", "H", "H", "H"],
  "positions_angstrom": [[-2.171, -1.753, -0.371], [-1.717, -0.415, -0.441], [-0.541, -0.324, -1.246], [0.748, -0.386, -0.424], [0.868, 0.738, 0.548], [1.852, -0.488, -1.354], [-2.545, -1.864, 0.653], [-1.401, -2.530, -0.317], [-2.941, -1.963, -1.116], [-0.489, -1.114, -2.001], [-0.661, 0.604, -1.815], [0.633, -1.286, 0.198], [-0.027, 0.774, 1.178], [1.006, 1.709, 0.055], [1.709, 0.780, 1.248], [2.709, -0.068, -1.005], [1.745, -0.144, -2.299], [0.710, 3.880, 2.237], [0.695, 5.109, 2.910], [-0.062, 6.115, 2.232], [-0.137, 7.353, 3.095], [1.285, 7.914, 3.212], [-0.614, 7.069, 4.444], [-0.284, 3.577, 1.885], [0.961, 3.031, 2.877], [1.452, 3.972, 1.437], [0.288, 6.276, 1.205], [-1.049, 5.656, 2.057], [-0.738, 8.131, 2.619], [1.992, 7.124, 3.459], [1.245, 8.758, 3.903], [1.623, 8.354, 2.270], [-1.234, 6.267, 4.400], [0.173, 6.799, 5.020], [6.043, 0.638, -4.480], [6.252, 0.840, -3.085], [5.115, 1.127, -2.321], [5.322, 1.111, -0.822], [5.586, -0.346, -0.306], [4.046, 1.494, -0.196], [7.042, 0.636, -4.908], [5.394, 1.418, -4.879], [5.621, -0.360, -4.613], [4.743, 2.135, -2.582], [4.300, 0.476, -2.669], [6.224, 1.685, -0.591], [5.977, -0.298, 0.709], [6.342, -0.781, -0.967], [4.704, -0.975, -0.408], [4.181, 1.529, 0.807], [3.926, 2.466, -0.484], [0.496, -2.796, 2.489], [1.750, -2.855, 1.857], [2.782, -2.221, 2.619], [4.142, -2.836, 2.329], [4.200, -4.348, 2.590], [5.160, -2.115, 3.120], [0.430, -3.554, 3.284], [-0.238, -3.121, 1.751], [0.290, -1.849, 2.996], [2.708, -1.169, 2.316], [2.613, -2.218, 3.704], [4.369, -2.596, 1.289], [3.165, -4.685, 2.681], [4.697, -4.585, 3.529], [4.625, -4.857, 1.729], [5.151, -2.380, 4.099], [4.988, -1.122, 3.087], [-8.125, -0.439, -5.887], [-7.148, 0.443, -5.376], [-5.873, -0.078, -5.168], [-4.894, 0.938, -4.588], [-4.418, 1.987, -5.549], [-3.778, 0.323, -3.844], [-7.792, -1.464, -6.046], [-8.525, -0.023, -6.815], [-8.972, -0.429, -5.196], [-5.851, -0.903, -4.443], [-5.440, -0.539, -6.065], [-5.489, 1.506, -3.857], [-3.725, 1.582, -6.295], [-3.866, 2.817, -5.092], [-5.193, 2.550, -6.071], [-4.066, -0.238, -3.047], [-3.262, 1.075, -3.399], [-3.450, -2.121, 3.547], [-4.801, -2.487, 3.575], [-5.155, -3.146, 4.768], [-4.734, -4.637, 4.871], [-5.220, -5.520, 3.729], [-5.317, -5.193, 6.122], [-3.215, -1.500, 4.416], [-3.102, -1.706, 2.604], [-2.837, -3.038, 3.583], [-4.768, -2.605, 5.639], [-6.242, -3.167, 4.875], [-3.662, -4.747, 5.052], [-4.911, -6.558, 3.819], [-4.711, -5.164, 2.825], [-6.289, -5.383, 3.562], [-4.911, -4.700, 6.913], [-6.305, -4.947, 6.107], [4.537, 1.276, 3.353], [5.376, 2.374, 3.161], [5.851, 2.924, 4.385], [6.524, 4.246, 3.999], [7.903, 4.009, 3.361], [6.707, 5.196, 5.092], [5.099, 0.420, 3.715], [3.964, 1.111, 2.439], [3.661, 1.480, 3.991], [5.007, 3.117, 5.062], [6.461, 2.194, 4.932], [5.890, 4.716, 3.247], [8.485, 3.322, 3.976], [8.471, 4.925, 3.211], [7.673, 3.586, 2.381], [5.848, 5.340, 5.615], [7.383, 4.868, 5.773], [-6.327, 2.469, 1.279], [-5.155, 1.930, 0.662], [-4.519, 0.896, 1.578], [-4.506, 1.185, 2.985], [-6.839, 2.888, 0.582], [-5.452, 1.369, -0.229], [-4.439, 2.713, 0.408], [-3.544, 0.552, 1.235], [-5.085, -0.047, 1.608], [-5.430, 1.385, 3.173], [-5.755, -5.328, -4.359], [-5.948, -3.908, -4.146], [-4.733, -3.268, -3.499], [-3.830, -2.692, -4.448], [-4.854, -5.400, -4.694], [-6.094, -3.496, -5.146], [-6.791, -3.826, -3.464], [-4.129, -3.936, -2.877], [-5.081, -2.471, -2.829], [-3.676, -1.775, -4.181], [2.871, -1.505, -6.059], [2.680, -2.419, -4.984], [1.249, -2.921, -4.846], [0.445, -1.812, -4.363], [2.059, -1.006, -6.193], [3.300, -3.293, -5.194], [3.006, -1.856, -4.105], [1.184, -3.720, -4.102], [0.738, -3.302, -5.732], [-0.268, -1.685, -4.996], [0.645, 1.749, -4.856], [1.468, 0.933, -4.031], [-0.423, 1.580, -4.700], [0.931, 2.789, -4.716], [0.835, 1.551, -5.918], [1.190, 0.016, -4.196], [0.703, -3.722, -1.328], [0.125, -4.556, -0.358], [0.030, -3.304, -2.076], [1.304, -2.894, -0.932], [1.540, -4.242, -1.821], [0.554, -4.364, 0.480]],
  "forces_ev_per_a": [[-0.161, -0.092, 1.764], [0.577, -0.672, -0.544], [-0.182, 0.621, -0.224], [-0.242, -0.149, -0.541], [-0.230, 1.760, 0.804], [1.089, -0.713, 0.095], [-0.807, 0.063, -0.312], [0.301, 0.279, -0.863], [0.071, -0.166, -0.034], [-0.172, -0.133, 0.122], [0.447, 0.196, 0.182], [0.293, -0.220, -0.285], [-0.062, 0.112, -0.124], [-0.441, -0.076, -0.280], [0.194, -0.907, -0.165], [-0.313, 0.060, 0.199], [-0.651, 0.228, 0.404], [-0.033, -0.189, -0.316], [-0.067, 0.380, 0.457], [-0.916, -1.467, -0.311], [1.406, 0.079, 0.028], [-0.342, 0.719, -0.523], [-0.405, 0.039, -0.212], [0.021, 0.409, -0.454], [0.478, 0.475, 0.408], [-0.276, -0.492, -0.317], [0.543, 0.342, 0.138], [-0.291, 0.316, 0.228], [-0.297, -0.264, -0.056], [0.020, 0.154, 0.445], [0.386, -0.291, 0.343], [-0.121, -0.167, -0.121], [-0.058, 0.046, 0.251], [-0.032, -0.127, 0.008], [0.080, -0.299, 1.216], [0.929, 0.100, 0.573], [-1.050, 0.601, -1.188], [0.002, -2.868, 0.287], [0.686, 0.915, -1.085], [0.874, 1.338, -0.648], [-0.103, 0.231, -0.272], [0.033, -0.033, -0.291], [-0.337, 0.061, -0.323], [0.094, 0.105, -0.048], [-0.089, -0.263, 0.535], [-0.259, 0.429, 0.172], [-0.146, -0.288, 0.095], [0.172, -0.089, 0.275], [-0.186, 0.153, 0.239], [0.082, 0.057, -0.068], [-0.570, -0.034, 0.273], [-0.082, -1.018, 0.591], [0.318, -0.087, 0.491], [-0.596, 0.168, -0.413], [0.464, 0.725, 0.343], [-0.925, 0.617, -0.263], [0.075, -0.336, -0.177], [0.170, 0.006, 0.071], [-0.290, 0.659, 0.041], [-0.156, 0.268, -0.567], [0.585, 0.148, 0.068], [-0.322, -0.481, 0.012], [0.010, -0.318, -0.108], [0.071, -0.245, -0.042], [0.277, -0.022, -0.135], [0.294, -0.191, 0.260], [-0.147, -0.155, -0.038], [0.048, -0.097, -0.197], [-0.603, 0.420, 0.044], [0.351, 0.520, 0.165], [1.326, -1.211, 0.127], [-1.372, 1.167, 1.260], [1.063, 0.758, -0.896], [0.366, -0.221, -0.388], [0.223, 0.040, 0.048], [0.242, -0.155, -0.190], [0.088, -0.269, 0.130], [-0.565, -0.101, 0.121], [-0.129, 0.198, -0.286], [-0.291, -0.114, -0.016], [-0.164, -0.146, -0.073], [0.121, -0.365, 0.507], [-0.430, -0.623, -0.008], [-0.555, 0.128, -0.078], [0.259, -0.018, -0.240], [0.884, -1.264, 0.409], [-0.614, 0.266, -0.474], [0.240, -0.862, -0.142], [-0.363, -0.576, 1.198], [1.044, 1.167, -0.808], [0.001, 0.509, -0.255], [0.200, 0.246, -0.246], [-0.806, 0.651, 0.028], [0.085, 0.048, 0.429], [0.136, 0.037, 0.055], [-0.102, 0.345, -0.377], [0.116, 0.121, -0.534], [-0.325, -0.065, 0.431], [-0.267, 0.010, -0.137], [-0.078, -0.293, 0.118], [-0.127, -0.075, 0.076], [-0.031, -0.210, 0.262], [-1.079, 0.459, -0.120], [-0.120, 0.057, 0.250], [-0.547, 0.326, -0.320], [1.193, 0.211, 0.490], [-0.923, -0.266, -0.332], [-0.422, -0.035, 0.450], [-0.136, -0.066, 0.032], [0.697, -0.598, -0.262], [0.533, 0.182, 0.740], [-0.166, 0.171, -0.162], [0.478, 0.149, -0.215], [-0.171, -0.001, 0.095], [0.085, -0.092, -0.148], [-0.170, 0.142, 0.109], [0.563, -0.310, 0.033], [-0.024, 0.048, -0.122], [0.117, -0.090, -0.144], [0.335, -0.181, -0.067], [0.011, -0.422, 0.360], [-0.765, -1.727, 1.040], [0.439, 0.972, -0.556], [-0.099, 0.065, 0.121], [0.222, 0.169, -0.263], [-0.050, 0.136, -0.019], [0.289, 0.703, 0.092], [-0.390, 0.132, -0.965], [0.091, 0.102, 0.248], [0.149, 0.497, 0.228], [0.869, -1.424, -0.057], [0.449, 1.016, 0.277], [-0.174, -0.014, -0.072], [-0.087, -0.282, -0.088], [-0.385, 0.635, 0.284], [-0.243, 0.119, -0.335], [-0.509, -0.427, -0.001], [-0.078, -0.064, 0.031], [0.222, -0.059, -0.414], [-0.215, -0.258, -0.544], [-0.292, -0.052, -0.759], [-0.347, 0.641, 0.840], [-0.033, 0.082, -0.335], [0.073, 0.090, 0.114], [0.273, 0.207, 0.218], [-0.195, -0.714, 0.505], [0.223, 0.095, 0.051], [0.703, -0.006, -0.370], [-0.209, 0.014, 0.209], [0.468, -0.236, -0.567], [-0.370, 0.056, -0.306], [-0.052, 0.188, 0.305], [-0.208, 0.026, 0.339], [0.023, -0.096, -0.030], [0.060, -0.035, 0.096], [2.272, 0.395, -0.343], [-0.666, 0.065, 0.158], [-0.382, -0.367, 0.198], [-0.688, 0.189, 0.385], [-0.492, -0.422, -0.456], [0.193, -0.069, -0.052]]
}